# C4H7N

2 unconnected molecules or ions with the total composition C4H7N in a non-equilibrium geometry (ωB97M-V/def2-TZVPD, OMol25).

```
12
Properties=species:S:1:pos:R:3:forces:R:3
C 3.15129 -0.54868 -0.48153 -0.3 0.8 0.4
C -0.56784 -0.09320 -0.43003 0.1 -1.2 1.2
C -0.68866 -0.85030 0.92359 -3.9 1.3 -1.5
C -1.34812 1.13076 -0.59029 -1.3 0.0 -1.8
N 2.59708 0.32493 -0.97158 0.1 -0.1 -0.4
H 3.62650 -1.18491 0.20990 0.3 -0.7 0.0
H -1.31523 -0.30028 1.76299 1.1 -1.3 -1.5
H 0.25574 -1.08447 1.23225 2.8 -0.3 1.1
H -1.05343 -1.92250 0.67429 0.0 1.8 0.3
H -0.65147 1.96408 -0.72571 0.3 0.0 0.4
H -2.20305 1.37981 0.03918 0.2 0.1 0.8
H -1.80282 1.18477 -1.64308 0.7 -0.5 1.0
```
Positions in Å, forces in eV/Å.

Values from the calculation:
Energy above the lowest of the compared OMol25 structures with the same formula, charge and spin = 116.46 kcal/mol
HOMO energy = -7.78 eV
Kohn-Sham gap = 8.23 eV

Atom charges from the natural (NBO) analysis, given in e for atoms 1 to 8: number 1, C, carries 0.0609; number 2, C, carries 0.1877; number 3, C, carries -0.7761; number 4, C, carries -0.8240; number 5, N, carries -0.2826; number 6, H, carries 0.2229; number 7, H, carries 0.1778; number 8, H, carries 0.2351